# 1
{
  "formula": "CH3I2P",
  "method": "ωB97M-V/def2-TZVPD",
  "symbols": ["C", "P", "I", "I", "H", "H", "H"],
  "positions_angstrom": [[1.092, 0.772, 0.746], [-2.533, -0.595, -1.410], [-0.172, 0.226, -1.105], [-2.141, -2.994, -1.178], [0.853, 0.081, 1.542], [0.785, 1.782, 0.991], [2.115, 0.727, 0.416]],
  "fmax_ev_per_a": 1.371,
  "lumo_energy_ha": [-0.0452, -0.0452],
  "gap_ev": [6.16, 6.16],
  "charge": 0,
  "total_energy_ha": -976.5693,
  "spin_multiplicity": 1
}

# 2
{
  "formula": "CH3I2P",
  "method": "ωB97M-V/def2-TZVPD",
  "symbols": ["C", "P", "I", "I", "H", "H", "H"],
  "positions_angstrom": [[0.429, 0.254, -0.383], [-0.351, 0.122, 1.326], [0.678, 2.216, -1.015], [-0.531, -0.838, -1.976], [1.868, -0.459, -0.169], [-0.418, -1.335, 1.575], [-1.675, 0.040, 0.641]],
  "fmax_ev_per_a": 4.928,
  "lumo_energy_ha": -0.0221,
  "gap_ev": 8.64,
  "charge": 0,
  "total_energy_ha": -976.5241,
  "spin_multiplicity": 1
}

# 3
{
  "formula": "CH3I2P",
  "method": "ωB97M-V/def2-TZVPD",
  "symbols": ["C", "P", "I", "I", "H", "H", "H"],
  "positions_angstrom": [[0.471, 0.042, 0.442], [-0.995, 0.794, -0.454], [2.074, 1.192, -0.054], [0.725, -2.020, -0.167], [0.424, -0.013, 1.822], [-1.929, -0.041, -0.070], [-0.769, 0.045, -1.518]],
  "fmax_ev_per_a": 6.148,
  "lumo_energy_ha": [0.0196, -0.1354],
  "s_squared": 2.0083,
  "gap_ev": [6.42, 5.58],
  "charge": 0,
  "total_energy_ha": -976.4274,
  "spin_multiplicity": 3
}

# 4
{
  "formula": "CH3I3Si",
  "method": "ωB97M-V/def2-TZVPD",
  "symbols": ["C", "Si", "I", "I", "I", "H", "H", "H"],
  "positions_angstrom": [[0.160, -0.363, -1.079], [-0.213, 0.338, 0.548], [-2.383, 1.352, 0.996], [0.285, -1.838, 2.815], [1.555, 1.976, 0.910], [1.279, -0.355, -1.047], [-0.444, -1.332, -1.178], [-0.240, 0.223, -1.966]],
  "fmax_ev_per_a": 2.441,
  "lumo_energy_ha": -0.0667,
  "gap_ev": 7.25,
  "charge": 0,
  "total_energy_ha": -1222.5411,
  "spin_multiplicity": 1
}

# 5
{
  "formula": "CH3IN2O2",
  "method": "ωB97M-V/def2-TZVPD",
  "symbols": ["C", "N", "N", "O", "O", "I", "H", "H", "H"],
  "positions_angstrom": [[-0.754, -1.670, 0.214], [0.636, 2.910, -0.176], [0.023, 2.042, 0.144], [1.158, 3.895, -0.481], [-0.035, -0.314, 0.003], [1.769, -0.973, -0.411], [-1.687, -1.459, 0.768], [-0.114, -2.285, 0.720], [-0.995, -2.147, -0.780]],
  "fmax_ev_per_a": 4.201,
  "lumo_energy_ha": -0.0156,
  "gap_ev": 8.98,
  "charge": 0,
  "total_energy_ha": -597.4471,
  "spin_multiplicity": 1
}

# 6
{
  "formula": "CH3IN4",
  "method": "ωB97M-V/def2-TZVPD",
  "symbols": ["C", "N", "N", "N", "N", "I", "H", "H", "H"],
  "positions_angstrom": [[1.492, -0.623, -0.273], [-2.301, 0.032, -1.536], [-1.994, 0.278, -0.484], [0.716, -0.289, 0.625], [-1.735, 0.791, 0.575], [3.372, 0.516, -0.698], [1.237, -1.466, -0.939], [1.127, 0.476, 1.275], [-1.915, 0.285, 1.454]],
  "fmax_ev_per_a": 2.785,
  "lumo_energy_ha": 0.0023,
  "gap_ev": 9.66,
  "charge": 0,
  "total_energy_ha": -556.5193,
  "spin_multiplicity": 1
}

# 7
{
  "formula": "CH3IN4",
  "method": "ωB97M-V/def2-TZVPD",
  "symbols": ["I", "C", "N", "N", "N", "N", "H", "H", "H"],
  "positions_angstrom": [[1.507, 1.496, -2.354], [-0.272, 0.264, -1.194], [-1.271, 1.251, -1.020], [-1.389, 1.507, 0.224], [-0.507, 0.847, 0.938], [0.140, -0.098, 0.121], [-0.615, -0.740, -1.985], [-0.359, 0.944, 1.920], [1.208, -0.254, 0.308]],
  "fmax_ev_per_a": 4.410,
  "lumo_energy_ha": -0.0158,
  "gap_ev": 8.01,
  "charge": 0,
  "total_energy_ha": -556.4938,
  "spin_multiplicity": 1,
  "smiles": "I[C@@H]1N=NNN1"
}

# 8
{
  "formula": "CH3IN5",
  "method": "ωB97M-V/def2-TZVPD",
  "symbols": ["C", "N", "N", "N", "N", "N", "I", "H", "H", "H"],
  "positions_angstrom": [[1.453, -2.617, -0.066], [0.616, -1.812, 0.060], [-0.499, -1.220, 0.269], [0.188, 0.941, 0.218], [-0.651, 0.077, 0.010], [-0.057, 2.179, 0.066], [-2.830, 0.537, 0.004], [2.203, -3.381, -0.515], [0.741, 2.873, -0.071], [-1.164, 2.423, 0.026]],
  "fmax_ev_per_a": 3.579,
  "lumo_energy_ha": -0.2211,
  "gap_ev": 7.01,
  "charge": 1,
  "total_energy_ha": -610.8825,
  "spin_multiplicity": 1
}

# 9
{
  "formula": "CH3INOP",
  "method": "ωB97M-V/def2-TZVPD",
  "symbols": ["C", "N", "O", "P", "I", "H", "H", "H"],
  "positions_angstrom": [[-0.892, 0.317, -0.003], [-0.103, -0.703, 0.154], [-0.618, 1.555, -0.007], [1.632, -0.286, 0.011], [-2.965, -0.253, 0.054], [-0.220, -1.637, -0.134], [1.610, 0.594, 1.125], [1.555, 0.413, -1.199]],
  "fmax_ev_per_a": 4.754,
  "lumo_energy_ha": [0.0197, -0.1337],
  "s_squared": 2.0088,
  "gap_ev": [5.98, 6.09],
  "charge": 0,
  "total_energy_ha": -808.7634,
  "spin_multiplicity": 3
}

# 10
{
  "formula": "CH3IO2",
  "method": "ωB97M-V/def2-TZVPD",
  "symbols": ["O", "C", "O", "I", "H", "H", "H"],
  "positions_angstrom": [[0.297, 1.498, -0.209], [-0.133, 0.155, -0.357], [0.244, -0.607, 0.820], [-0.456, -2.364, 1.181], [1.044, 1.639, 0.362], [-1.234, 0.048, -0.549], [0.238, -0.368, -1.249]],
  "fmax_ev_per_a": 2.153,
  "lumo_energy_ha": -0.0211,
  "gap_ev": 8.85,
  "charge": 0,
  "total_energy_ha": -488.0109,
  "spin_multiplicity": 1,
  "smiles": "OCOI"
}

# 11
{
  "formula": "CH3IO3P",
  "method": "ωB97M-V/def2-TZVPD",
  "symbols": ["C", "O", "O", "O", "P", "I", "H", "H", "H"],
  "positions_angstrom": [[1.314, 0.499, 0.165], [-2.028, -2.313, 0.732], [-0.676, -0.714, -1.656], [0.088, -0.143, 0.695], [-1.093, -0.560, -0.259], [-2.677, 1.362, 0.008], [1.649, -0.140, -0.578], [2.027, 0.426, 1.026], [1.396, 1.584, -0.133]],
  "fmax_ev_per_a": 6.413,
  "lumo_energy_ha": [0.1095, 0.1095],
  "gap_ev": [7.23, 7.23],
  "charge": -1,
  "total_energy_ha": -904.6814,
  "spin_multiplicity": 1
}

# 12
{
  "formula": "CH3IO3S2",
  "method": "ωB97M-V/def2-TZVPD",
  "symbols": ["C", "O", "O", "O", "S", "S", "I", "H", "H", "H"],
  "positions_angstrom": [[-1.533, -0.190, 0.179], [0.970, 2.250, -0.637], [0.560, -0.886, -1.363], [0.649, -1.383, 1.107], [1.374, 1.323, 0.412], [0.248, -0.536, -0.020], [3.442, 0.085, -0.177], [-2.046, -0.611, -0.833], [-1.821, -0.828, 1.080], [-1.843, 0.776, 0.252]],
  "fmax_ev_per_a": 5.191,
  "lumo_energy_ha": -0.0472,
  "gap_ev": 8.48,
  "charge": 0,
  "total_energy_ha": -1359.6193,
  "spin_multiplicity": 1
}

# 13
{
  "formula": "CH3IOS",
  "method": "ωB97M-V/def2-TZVPD",
  "symbols": ["S", "O", "C", "I", "H", "H", "H"],
  "positions_angstrom": [[1.727, 0.480, 0.483], [0.594, 0.450, -0.697], [-0.473, -0.497, -0.186], [-2.231, 0.088, -1.238], [1.162, 1.433, 1.255], [-0.219, -1.608, -0.526], [-0.560, -0.346, 0.909]],
  "fmax_ev_per_a": 2.739,
  "lumo_energy_ha": 0.0124,
  "gap_ev": 9.82,
  "charge": 0,
  "total_energy_ha": -810.9571,
  "spin_multiplicity": 1,
  "smiles": "SOCI"
}

# 14
{
  "formula": "CH3IS",
  "method": "ωB97M-V/def2-TZVPD",
  "symbols": ["C", "S", "I", "H", "H", "H"],
  "positions_angstrom": [[0.712, -0.076, -1.799], [-1.693, 0.123, 2.664], [0.122, -0.418, 0.190], [1.489, 0.659, -1.866], [-0.113, -0.041, -2.482], [-0.518, -0.247, 3.294]],
  "fmax_ev_per_a": 1.603,
  "lumo_energy_ha": [-0.0333, -0.0890],
  "gap_ev": [8.68, 6.52],
  "charge": 0,
  "total_energy_ha": -735.6454,
  "spin_multiplicity": 1
}

# 15
{
  "formula": "CH3LiO",
  "method": "ωB97M-V/def2-TZVPD",
  "symbols": ["H", "Li", "O", "C", "H", "H"],
  "positions_angstrom": [[-3.116, 0.634, -0.147], [-1.499, 0.076, 0.196], [1.642, 0.210, 0.000], [0.584, -0.515, -0.026], [1.443, 1.149, 0.144], [0.945, -1.554, -0.166]],
  "fmax_ev_per_a": 0.641,
  "lumo_energy_ha": -0.0367,
  "gap_ev": 5.83,
  "charge": 0,
  "total_energy_ha": -122.5206,
  "spin_multiplicity": 1
}

# 16
{
  "formula": "CH3LiORb",
  "method": "ωB97M-V/def2-TZVPD",
  "symbols": ["O", "C", "Rb", "H", "H", "Li", "H"],
  "positions_angstrom": [[0.435, 0.250, 0.551], [1.303, -0.561, -0.089], [-2.415, -0.672, 1.408], [2.312, -0.749, 0.300], [0.913, -1.271, -0.831], [1.234, 1.427, 1.804], [1.341, 2.695, -1.592]],
  "fmax_ev_per_a": 1.601,
  "lumo_energy_ha": [-0.0548, -0.0571],
  "s_squared": 0.7554,
  "gap_ev": [2.65, 2.74],
  "charge": 0,
  "total_energy_ha": -146.5358,
  "spin_multiplicity": 2
}

# 17
{
  "formula": "CH3N2O2",
  "method": "ωB97M-V/def2-TZVPD",
  "symbols": ["C", "N", "N", "O", "O", "H", "H", "H"],
  "positions_angstrom": [[-1.764, -0.241, -0.086], [1.382, 0.624, 0.028], [0.356, -0.132, 0.020], [-2.438, 0.620, 0.131], [0.510, -1.311, 0.105], [-1.450, -1.377, -0.291], [1.000, 1.501, 0.220], [2.405, 0.316, -0.128]],
  "fmax_ev_per_a": 2.632,
  "lumo_energy_ha": -0.2054,
  "gap_ev": 10.48,
  "charge": 1,
  "total_energy_ha": -299.4722,
  "spin_multiplicity": 1
}

# 18
{
  "formula": "CH3N2O2S",
  "method": "ωB97M-V/def2-TZVPD",
  "symbols": ["C", "N", "S", "N", "O", "O", "H", "H", "H"],
  "positions_angstrom": [[-0.603, -2.277, 0.220], [-0.597, -1.063, -0.277], [0.594, 0.421, 0.116], [-0.274, 1.750, -0.097], [0.814, 0.073, 1.463], [1.430, 0.213, -0.988], [-0.455, -3.320, 0.112], [-0.836, 2.246, 0.506], [-0.072, 1.956, -1.054]],
  "fmax_ev_per_a": 13.549,
  "lumo_energy_ha": -0.2482,
  "gap_ev": 10.57,
  "charge": 1,
  "total_energy_ha": -697.6573,
  "spin_multiplicity": 1,
  "smiles": "C#[N+]S(N)(=O)=O"
}

# 19
{
  "formula": "CH3N2OP",
  "method": "ωB97M-V/def2-TZVPD",
  "symbols": ["C", "N", "N", "P", "O", "H", "H", "H"],
  "positions_angstrom": [[0.935, -0.058, 0.398], [0.291, 1.210, 0.182], [-0.892, 1.170, -0.142], [-1.567, -0.385, -0.060], [-0.118, -1.156, 0.260], [1.837, -0.165, -0.409], [1.345, -0.087, 1.362], [-1.831, -0.530, -1.591]],
  "fmax_ev_per_a": 3.726,
  "lumo_energy_ha": 0.0082,
  "gap_ev": 9.62,
  "charge": 0,
  "total_energy_ha": -565.9390,
  "spin_multiplicity": 1,
  "smiles": "C1N=NPO1"
}

# 20
{
  "formula": "CH3N2P",
  "method": "ωB97M-V/def2-TZVPD",
  "symbols": ["C", "N", "N", "P", "H", "H", "H"],
  "positions_angstrom": [[-2.328, -0.009, 0.089], [-3.191, -0.756, 0.042], [0.078, 0.240, 0.851], [-0.962, 1.047, -0.129], [-0.145, -0.622, 1.234], [0.934, 0.576, 0.717], [-0.529, 0.236, -1.873]],
  "fmax_ev_per_a": 4.684,
  "lumo_energy_ha": -0.0040,
  "gap_ev": 9.03,
  "charge": 0,
  "total_energy_ha": -490.6849,
  "spin_multiplicity": 1
}